Record 1
ORCA calculation (ωB97M-V/def2-TZVPD) on the molecule C5H9N3O at a distorted geometry.

ORCA input file:
```
! wB97M-V def2-TZVPD RIJCOSX def2/J DEFGRID3
* xyz 0 1
C -1.778 1.772 0.057
C -1.012 0.688 0.072
C -1.345 -0.743 0.038
C -0.237 -1.445 -0.780
N 1.042 -0.714 -0.383
N 1.464 -1.088 0.937
C 0.494 0.694 -0.230
N 1.379 1.587 0.037
O 2.623 1.136 -0.419
H -2.874 1.933 0.293
H -1.274 2.797 0.084
H -2.333 -0.870 -0.378
H -1.343 -1.295 1.078
H -0.042 -2.440 -0.590
H -0.363 -1.090 -1.841
H 0.774 -0.632 1.666
H 2.432 -0.494 1.051
H 2.392 0.203 -0.692
*
```

Values from the calculation:
**HOMO energy**: -9.215 eV
**SMILES string**: C=C1CCN(N)/C1=N\O
**ΔE to the lowest compared entry with this formula, charge and spin**: 128.02 kcal/mol
**LUMO level**: 0.307 eV
**Gap between HOMO and LUMO**: 9.522 eV



Record 2
ORCA calculation (ωB97M-V/def2-TZVPD) on the molecule C6H11N at a distorted geometry.

ORCA input file:
```
! wB97M-V def2-TZVPD RIJCOSX def2/J DEFGRID3
* xyz 0 1
C -2.456 -0.172 -1.038
C -1.425 0.031 0.073
C 0.011 -0.181 -0.406
C 1.080 -0.062 0.703
C 2.502 -0.243 0.142
C 0.959 1.195 1.482
N 0.838 2.056 2.246
H -3.474 -0.027 -0.660
H -2.304 0.539 -1.860
H -2.396 -1.185 -1.456
H -1.525 1.043 0.487
H -1.630 -0.667 0.896
H 0.113 -1.182 -0.850
H 0.236 0.533 -1.213
H 0.888 -0.803 1.479
H 2.609 -1.246 -0.285
H 2.715 0.480 -0.655
H 3.259 -0.110 0.919
*
```

Values from the calculation:
**HOMO energy**: -11.386 eV
**SMILES string**: CCC[C@@H](C)C#N
**ΔE to the lowest compared entry with this formula, charge and spin**: 2.45 kcal/mol
**LUMO level**: 0.901 eV
**Gap between HOMO and LUMO**: 12.287 eV



Record 3
ORCA calculation (ωB97M-V/def2-TZVPD) on a cluster of 2 separate species, C2H8NO2 in total at a distorted geometry.

ORCA input file:
```
! wB97M-V def2-TZVPD RIJCOSX def2/J DEFGRID3
* xyz 0 2
C 1.014 -0.031 0.791
O 0.183 -1.222 0.737
C 0.908 0.608 -0.562
N -0.266 1.346 -0.946
H 2.070 -0.546 0.991
H 0.628 0.738 1.518
H 0.919 -0.225 -1.192
H 1.709 1.301 -0.603
H -0.364 2.230 -0.392
H -1.122 0.791 -0.686
H -1.135 -1.327 0.352
H -2.335 -2.210 -0.348
O -2.207 -1.453 0.340
*
```

Values from the calculation:
**HOMO energy (alpha / beta)**: -10.040 / -10.139 eV
**ΔE to the lowest compared entry with this formula, charge and spin**: 29.31 kcal/mol
**LUMO level (alpha / beta)**: 0.835 / -2.656 eV
**Expectation value of S²**: 0.7546
**Gap between HOMO and LUMO (alpha / beta)**: 10.874 / 7.483 eV



Record 4
ORCA calculation (ωB97M-V/def2-TZVPD) on a cluster of 2 separate species, C4H13NO in total at a distorted geometry.

ORCA input file:
```
! wB97M-V def2-TZVPD RIJCOSX def2/J DEFGRID3
* xyz 0 1
C -0.770 0.129 -1.237
C 0.227 0.699 -2.316
C 1.662 0.653 -1.787
H -0.494 0.538 -0.129
H -1.702 0.586 -1.532
H -0.848 -0.972 -1.251
H 0.107 0.101 -3.204
H -0.035 1.789 -2.536
H 2.455 0.990 -2.588
H 1.931 -0.409 -1.805
H 1.790 1.112 -0.727
N -0.221 0.335 2.588
C -0.784 -1.020 2.722
O -0.283 -1.963 1.752
H -0.849 1.110 2.854
H -0.261 0.409 1.610
H -1.916 -1.017 2.570
H -0.560 -1.389 3.693
H 0.550 -1.681 1.323
*
```

Values from the calculation:
**HOMO energy**: -9.729 eV
**SMILES string**: CCC.NCO
**ΔE to the lowest compared entry with this formula, charge and spin**: 40.21 kcal/mol
**LUMO level**: 0.950 eV
**Gap between HOMO and LUMO**: 10.679 eV



Record 5
ORCA calculation (ωB97M-V/def2-TZVPD) on the molecule C5H10O2.

ORCA input file:
```
! wB97M-V def2-TZVPD RIJCOSX def2/J DEFGRID3
* xyz 0 1
O 2.763 0.007 -0.413
C 1.753 -0.817 0.107
C 0.397 -0.481 -0.523
C -0.821 -0.875 0.325
C -1.766 0.320 0.156
C -0.789 1.481 -0.005
O 0.332 0.943 -0.690
H 2.347 0.878 -0.510
H 1.690 -0.728 1.206
H 2.022 -1.854 -0.125
H 0.349 -0.918 -1.530
H -0.530 -0.990 1.377
H -1.266 -1.820 0.003
H -2.441 0.458 1.005
H -2.372 0.209 -0.749
H -0.481 1.881 0.972
H -1.185 2.306 -0.605
*
```

Values from the calculation:
**HOMO energy**: -9.694 eV
**SMILES string**: OC[C@H]1CCCO1
**ΔE to the lowest compared entry with this formula, charge and spin**: 31.95 kcal/mol
**LUMO level**: 0.977 eV
**Gap between HOMO and LUMO**: 10.671 eV



Record 6
ORCA calculation (ωB97M-V/def2-TZVPD) on the ion C5H11N2 with charge +1 at a distorted geometry.

ORCA input file:
```
! wB97M-V def2-TZVPD RIJCOSX def2/J DEFGRID3
* xyz 1 3
C -0.161 -1.556 0.232
C 0.255 -0.098 0.266
C -0.007 1.179 -0.387
C 0.894 2.298 -0.155
C -1.234 1.358 -1.235
N -0.856 -2.204 -0.654
N 0.452 -2.313 1.425
H 1.121 0.139 0.835
H 1.739 2.064 0.603
H 0.267 3.157 0.080
H 1.266 2.666 -1.086
H -1.997 0.647 -0.825
H -0.987 1.050 -2.239
H -1.567 2.444 -1.292
H -0.911 -3.195 -0.614
H 1.054 -3.009 1.018
H -0.336 -2.882 1.844
H 1.009 -1.745 2.185
*
```

Values from the calculation:
**HOMO energy (alpha / beta)**: -10.196 / -14.828 eV
**ΔE to the lowest compared entry with this formula, charge and spin**: 27.87 kcal/mol
**LUMO level (alpha / beta)**: -3.743 / -6.586 eV
**Expectation value of S²**: 2.0177
**Gap between HOMO and LUMO (alpha / beta)**: 6.454 / 8.242 eV



Record 7
ORCA calculation (ωB97M-V/def2-TZVPD) on a structure of composition C4H5NO2 at a distorted geometry.

ORCA input file:
```
! wB97M-V def2-TZVPD RIJCOSX def2/J DEFGRID3
* xyz 0 1
C -1.548 -0.346 -0.407
C -0.136 0.055 -0.143
C 0.433 1.328 -0.047
O 1.644 1.491 0.236
C 1.425 -0.625 0.992
O 1.851 -0.634 2.067
N 0.894 -0.996 -0.126
H -1.666 -0.847 -1.379
H -1.955 -1.015 0.361
H -2.172 0.555 -0.422
H -0.234 2.195 -0.196
H 1.506 -1.158 -0.930
*
```

Values from the calculation:
**HOMO energy**: -8.061 eV
**ΔE to the lowest compared entry with this formula, charge and spin**: 65.55 kcal/mol
**LUMO level**: 0.436 eV
**Gap between HOMO and LUMO**: 8.498 eV



Record 8
ORCA calculation (ωB97M-V/def2-TZVPD) on a cluster of 14 separate species, C2H34N2O13 in total at a distorted geometry.

ORCA input file:
```
! wB97M-V def2-TZVPD RIJCOSX def2/J DEFGRID3
* xyz 1 2
C 1.217 -2.803 -1.547
N 0.821 -1.876 -0.538
C 0.200 -0.640 -1.079
N 1.062 0.464 -1.455
H 1.580 -3.751 -1.165
H 0.417 -3.066 -2.250
H 2.086 -2.343 -2.055
H 0.189 -2.350 0.126
H -0.551 -0.302 -0.309
H -0.515 -0.983 -1.869
H 1.848 0.584 -0.828
H 1.360 0.287 -2.411
H -4.380 0.570 -2.374
H -3.767 1.687 -1.504
O -4.107 1.488 -2.387
H -0.851 2.316 -1.667
H 0.653 2.321 -1.807
O -0.114 2.923 -1.735
H 2.022 -0.120 1.646
H 2.045 0.956 2.657
O 1.512 0.651 1.899
H -1.735 -0.135 -3.260
H -1.977 -1.282 -4.281
O -1.777 -1.099 -3.350
H 0.412 -0.493 3.692
H 0.601 -1.940 3.266
O -0.092 -1.204 3.296
H 4.136 -1.034 -0.898
H 2.686 -1.183 -0.112
O 3.640 -1.036 -0.087
H -1.955 2.894 0.289
H -2.930 3.677 -0.681
O -2.387 2.894 -0.582
H 2.092 -3.134 2.428
H 3.028 -1.902 2.818
O 2.245 -2.415 3.030
H -2.692 -3.174 -0.307
H -2.040 -2.484 -1.500
O -1.947 -3.252 -0.912
H -1.346 -0.186 2.411
H -0.751 1.226 2.389
O -1.524 0.730 2.132
H 4.703 1.063 1.289
H 3.927 2.329 1.465
O 4.230 1.563 1.958
H -2.438 0.691 -0.442
H -2.690 -0.104 0.641
O -2.509 -0.275 -0.304
H -0.126 3.875 0.483
H -0.019 2.388 0.836
O -0.271 3.246 1.201
*
```

Values from the calculation:
**HOMO energy (alpha / beta)**: -13.572 / -13.571 eV
**ΔE to the lowest compared entry with this formula, charge and spin**: 0.00 kcal/mol
**LUMO level (alpha / beta)**: -3.205 / -8.428 eV
**Expectation value of S²**: 0.7542
**Gap between HOMO and LUMO (alpha / beta)**: 10.367 / 5.144 eV



Record 9
ORCA calculation (ωB97M-V/def2-TZVPD) on the molecule C20H14Cl3F6N3O3S at a distorted geometry.

ORCA input file:
```
! wB97M-V def2-TZVPD RIJCOSX def2/J DEFGRID3
* xyz 0 1
C 1.414 2.803 1.770
C 0.626 1.779 1.010
C 1.260 0.463 0.710
C 0.472 -0.372 -0.050
C 0.830 -1.715 -0.530
N -0.060 -2.591 -0.968
O 0.588 -3.835 -1.204
C 1.853 -3.878 -0.522
C 1.593 -4.580 0.835
C 0.467 -5.405 1.104
C 0.199 -5.948 2.356
Cl -1.235 -6.915 2.699
C 1.067 -5.663 3.451
Cl 0.790 -6.253 5.076
C 2.223 -4.868 3.201
Cl 3.338 -4.511 4.564
C 2.469 -4.354 1.902
C 2.912 -4.658 -1.363
F 2.581 -5.984 -1.389
F 2.965 -4.105 -2.604
F 4.133 -4.573 -0.746
C 2.152 -2.356 -0.347
S -1.118 0.322 -0.327
C -0.643 1.834 0.479
C -1.524 3.002 0.463
O -1.078 4.143 0.656
N -2.855 2.886 0.118
C -3.796 4.004 0.212
C -3.751 4.931 -1.038
O -4.754 5.135 -1.673
N -2.528 5.352 -1.526
C -2.251 5.629 -2.941
C -1.653 4.463 -3.753
F -1.220 4.954 -4.928
F -0.546 3.940 -3.135
F -2.572 3.471 -4.006
H 2.440 2.862 1.407
H 1.048 3.834 1.673
H 1.468 2.495 2.806
H 2.261 0.199 1.043
H -0.295 -5.624 0.344
H 3.365 -3.816 1.789
H 2.591 -2.086 0.596
H 2.830 -1.985 -1.108
H -3.205 1.965 -0.114
H -3.641 4.596 1.128
H -4.812 3.550 0.325
H -1.703 5.059 -0.969
H -1.543 6.484 -3.010
H -3.156 5.922 -3.465
*
```

Values from the calculation:
**HOMO energy**: -9.334 eV
**SMILES string**: Cc1cc(C2=NO[C@@](c3cc(Cl)c(Cl)c(Cl)c3)(C(F)(F)F)C2)sc1C(=O)NCC(=O)NCC(F)(F)F
**ΔE to the lowest compared entry with this formula, charge and spin**: 4.65 kcal/mol
**LUMO level**: -0.813 eV
**Gap between HOMO and LUMO**: 8.521 eV



Record 10
ORCA calculation (ωB97M-V/def2-TZVPD) on a structure of composition C28H20N4O8S6V.

ORCA input file:
```
! wB97M-V def2-TZVPD RIJCOSX def2/J DEFGRID3
* xyz -1 3
V -0.722 -0.147 0.622
O 0.832 -2.587 3.459
C 0.502 -2.137 2.370
O -0.008 -0.954 2.233
C 0.766 -2.973 1.130
C 1.227 -4.251 1.374
C 1.606 -5.078 0.331
C 1.567 -4.645 -0.978
C 1.101 -3.376 -1.239
C 0.672 -2.487 -0.212
O 0.290 -1.288 -0.492
N 1.076 -2.979 -2.653
O 0.377 -2.054 -2.992
O 1.753 -3.642 -3.427
N 2.090 -6.423 0.618
O 2.168 -6.768 1.783
O 2.390 -7.137 -0.322
H 1.292 -4.591 2.396
H 1.881 -5.282 -1.788
S 3.428 -0.029 0.193
C 2.812 0.122 1.713
N 3.121 -0.646 2.759
C 2.709 -0.274 4.104
C 2.854 1.219 4.238
N 2.036 1.860 3.210
C 1.305 3.068 3.620
C 0.183 2.729 4.569
C 0.275 3.030 5.923
C -0.747 2.674 6.794
C -1.865 2.011 6.311
C -1.966 1.714 4.958
C -0.949 2.074 4.089
C 1.899 1.310 2.025
S 0.827 1.889 0.866
C 3.874 -1.892 2.625
C 5.270 -1.750 3.179
C 5.710 -2.572 4.209
C 6.989 -2.428 4.732
C 7.837 -1.453 4.230
C 7.403 -0.626 3.201
C 6.128 -0.773 2.677
H 3.372 -0.778 4.806
H 1.682 -0.602 4.286
H 3.896 1.533 4.131
H 2.479 1.548 5.205
H 0.929 3.545 2.719
H 2.032 3.729 4.096
H 1.149 3.552 6.299
H -0.667 2.912 7.847
H -2.662 1.728 6.988
H -2.837 1.201 4.570
H -1.044 1.855 3.031
H 3.890 -2.150 1.568
H 3.314 -2.662 3.158
H 5.045 -3.334 4.601
H 7.319 -3.077 5.534
H 8.833 -1.336 4.637
H 8.065 0.132 2.800
H 5.789 -0.138 1.866
O -7.596 0.378 -0.142
C -6.403 0.279 0.002
S -5.291 1.656 0.012
C -3.822 0.729 0.243
C -3.936 -0.604 0.352
S -2.611 -1.689 0.627
S -5.560 -1.259 0.241
S -2.297 1.574 0.369
*
```

Values from the calculation:
**HOMO energy (alpha / beta)**: -4.596 / -4.681 eV
**ΔE to the lowest compared entry with this formula, charge and spin**: 1.02 kcal/mol
**LUMO level (alpha / beta)**: 1.157 / 1.164 eV
**Expectation value of S²**: 2.0203
**Gap between HOMO and LUMO (alpha / beta)**: 5.754 / 5.845 eV



Record 11
ORCA calculation (ωB97M-V/def2-TZVPD) on a structure of composition C20H32IrN4OS4.

ORCA input file:
```
! wB97M-V def2-TZVPD RIJCOSX def2/J DEFGRID3
* xyz 4 2
Ir -0.340 0.173 0.402
C 1.177 -1.514 -2.573
C -0.001 -2.443 -2.891
S -1.433 -1.529 -3.449
C -2.804 -2.256 -2.548
C -3.383 -1.281 -1.506
S -2.464 -0.850 0.013
C -2.442 -2.476 0.832
C -1.676 -2.361 2.131
S -0.039 -1.623 1.892
C 0.811 -2.885 0.886
C 1.936 -2.227 0.116
S 1.375 -0.824 -0.904
H 1.200 -0.650 -3.239
H 2.116 -2.043 -2.746
H -0.273 -3.120 -2.083
H 0.266 -3.060 -3.765
H -2.503 -3.216 -2.131
H -3.586 -2.437 -3.295
H -4.297 -1.728 -1.106
H -3.700 -0.349 -1.972
H -2.021 -3.235 0.174
H -3.484 -2.733 1.031
H -1.535 -3.335 2.602
H -2.186 -1.715 2.848
H 0.094 -3.373 0.228
H 1.205 -3.626 1.584
H 2.452 -2.941 -0.527
H 2.684 -1.800 0.785
C 3.282 2.024 2.171
C 1.879 1.511 2.229
O 1.407 0.972 1.175
N 1.215 1.660 3.355
C -0.120 1.159 3.675
C -1.235 1.825 2.913
C -1.988 2.783 3.571
C -3.035 3.427 2.931
C -3.300 3.084 1.617
C -2.518 2.124 1.013
N -1.501 1.483 1.627
H 3.862 1.448 1.455
H 3.764 1.982 3.147
H 3.275 3.068 1.848
H 1.718 2.112 4.109
H -0.273 1.352 4.733
H -0.133 0.079 3.569
H -1.753 3.019 4.601
H -3.627 4.172 3.449
H -4.102 3.547 1.058
H -2.714 1.858 -0.012
C 1.599 3.230 -0.668
C 0.412 2.705 -1.390
N -0.403 1.684 -1.097
C -1.361 1.644 -2.106
C -1.133 2.646 -2.991
N -0.023 3.287 -2.522
H 2.355 2.460 -0.540
H 1.305 3.616 0.309
H 2.037 4.051 -1.233
H -2.203 0.981 -2.077
H -1.662 2.958 -3.876
H 0.409 4.098 -2.948
*
```

Values from the calculation:
**HOMO energy (alpha / beta)**: -20.669 / -20.567 eV
**ΔE to the lowest compared entry with this formula, charge and spin**: 4.14 kcal/mol
**LUMO level (alpha / beta)**: -11.870 / -15.719 eV
**Expectation value of S²**: 0.7537
**Gap between HOMO and LUMO (alpha / beta)**: 8.799 / 4.848 eV



Record 12
ORCA calculation (ωB97M-V/def2-TZVPD) on the molecule C2H7F3N2Si at a distorted geometry.

ORCA input file:
```
! wB97M-V def2-TZVPD RIJCOSX def2/J DEFGRID3
* xyz 0 1
C 2.295 0.389 0.922
N 1.356 -0.679 0.771
N -0.014 -0.373 0.596
Si -0.736 -0.732 -0.943
C -2.269 0.442 -0.986
F -3.008 0.203 -2.121
F -1.816 1.650 -1.113
F -3.191 0.480 0.107
H 2.368 1.098 0.142
H 2.249 1.099 1.775
H 3.275 -0.059 0.987
H 1.267 -1.251 1.600
H -0.503 0.188 1.241
H -1.312 -1.998 -0.966
H 0.039 -0.456 -2.012
*
```

Values from the calculation:
**HOMO energy**: -9.792 eV
**SMILES string**: CNN[SiH2]C(F)(F)F
**ΔE to the lowest compared entry with this formula, charge and spin**: 0.00 kcal/mol
**LUMO level**: 0.835 eV
**Gap between HOMO and LUMO**: 10.627 eV